# 1
Here is a molecular structure, C23H22N5O4ReSSi from the Open Molecules 2025 dataset. Energies are from wB97M-V/def2-TZVPD.

Properties
Net charge = +1
2S+1 = 2
Highest occupied orbital energy (spin up / spin down) = -11.307 / -11.180 eV
HOMO-LUMO gap (spin up / spin down) = 7.02 / 6.92 eV
Expectation value of S² = 0.76
Relative energy (zero: lowest compared OMol25 entry of this formula, charge and spin) = 0.404 eV

Atoms and positions in Å:
Re  -0.145  0.006  -0.151
O  -3.018  -0.206  -3.067
C  -2.488  -0.218  -1.999
O  -1.169  0.041  -1.819
C  -3.160  -0.514  -0.688
C  -4.472  -0.894  -0.467
C  -4.844  -1.186  0.842
C  -3.909  -1.124  1.875
C  -2.624  -0.733  1.549
N  -2.304  -0.421  0.308
C  -1.416  -0.684  2.443
O  -1.384  -0.955  3.599
O  -0.314  -0.340  1.719
H  -5.167  -0.965  -1.292
H  -5.861  -1.485  1.057
H  -4.162  -1.378  2.895
C  3.335  -0.987  -0.206
Si  2.216  0.321  -0.972
C  2.985  2.012  -0.718
C  2.087  0.014  -2.830
H  4.372  -0.796  -0.494
H  3.078  -1.991  -0.549
H  3.297  -0.980  0.886
H  3.954  2.050  -1.223
H  3.151  2.237  0.337
H  2.366  2.809  -1.137
H  3.088  0.046  -3.270
H  1.485  0.779  -3.325
H  1.655  -0.960  -3.070
N  -1.337  2.797  -1.927
C  -0.762  3.062  -0.746
N  -0.270  2.174  0.097
C  0.349  2.831  1.193
C  1.058  2.248  2.239
C  1.603  3.060  3.219
C  1.456  4.444  3.183
C  0.767  5.039  2.143
C  0.232  4.220  1.162
S  -0.613  4.723  -0.271
H  -1.293  1.872  -2.324
H  -1.641  3.556  -2.510
H  1.198  1.182  2.305
H  2.155  2.603  4.029
H  1.887  5.056  3.963
H  0.655  6.114  2.089
N  0.724  -7.415  -1.095
C  0.592  -6.284  -0.952
C  0.421  -4.868  -0.775
C  0.688  -4.270  0.451
C  0.513  -2.908  0.579
N  0.080  -2.131  -0.430
C  -0.163  -2.715  -1.616
C  -0.007  -4.069  -1.827
H  1.035  -4.850  1.293
H  0.731  -2.413  1.513
H  -0.478  -2.068  -2.421
H  -0.215  -4.490  -2.800


# 2
Here is 2 unconnected molecules or ions with the total composition C23H22N5O4S from the Open Molecules 2025 dataset. Energies are from wB97M-V/def2-TZVPD.

Properties
Net charge = -1
2S+1 = 1
Highest occupied orbital energy = -3.839 eV
HOMO-LUMO gap = 4.45 eV

Atoms and positions in Å:
C  -3.016  1.321  2.757
N  -2.919  0.362  3.730
O  -3.457  -0.779  3.584
O  -2.282  0.616  4.798
C  -2.524  2.650  2.931
C  -1.878  3.095  4.114
C  -1.473  4.419  4.244
C  -1.689  5.348  3.213
C  -1.319  6.726  3.395
N  -1.019  7.845  3.568
C  -2.285  4.914  2.013
C  -2.698  3.598  1.878
H  -3.560  1.024  1.862
H  -1.725  2.376  4.911
H  -0.988  4.740  5.167
H  -2.425  5.622  1.194
H  -3.184  3.231  0.970
C  3.187  2.742  -4.485
N  3.428  1.862  -3.359
C  4.792  1.378  -3.266
C  2.386  1.179  -2.714
C  1.847  0.002  -3.277
C  0.912  -0.737  -2.580
C  0.459  -0.335  -1.299
C  -0.497  -1.100  -0.531
C  -0.531  -2.462  -0.404
C  -1.664  -3.049  0.299
O  -2.655  -2.402  0.648
N  -1.621  -4.426  0.597
C  -2.758  -4.888  1.380
C  -0.619  -5.309  0.219
S  -0.609  -6.944  0.573
N  0.422  -4.720  -0.489
C  1.538  -5.599  -0.862
C  0.551  -3.355  -0.814
O  1.565  -2.971  -1.411
C  0.950  0.892  -0.782
C  1.900  1.631  -1.462
H  2.116  2.966  -4.558
H  3.742  3.681  -4.343
H  3.533  2.290  -5.430
H  4.853  0.609  -2.486
H  5.134  0.956  -4.226
H  5.463  2.210  -3.005
H  2.195  -0.336  -4.256
H  0.498  -1.627  -3.048
H  -1.260  -0.550  0.024
H  -2.591  -5.949  1.552
H  -2.811  -4.343  2.327
H  -3.691  -4.727  0.832
H  2.270  -4.992  -1.389
H  1.964  -6.045  0.041
H  1.161  -6.412  -1.486
H  0.580  1.211  0.195
H  2.304  2.559  -1.052


# 3
Here is a molecular structure, C23H23AuP2 from the Open Molecules 2025 dataset. Energies are from wB97M-V/def2-TZVPD.

Properties
2S+1 = 3
Highest occupied orbital energy (spin up / spin down) = -3.862 / -7.636 eV
HOMO-LUMO gap (spin up / spin down) = 4.51 / 6.37 eV
Expectation value of S² = 2.03

Atoms and positions in Å:
C  -0.503  1.042  -4.296
C  -1.076  2.345  -4.416
C  -0.001  3.293  -4.465
C  1.231  2.552  -4.365
C  0.933  1.154  -4.413
Au  0.091  -1.438  -1.536
P  -0.317  -3.505  -2.509
H  -1.053  0.133  -4.092
H  -2.141  2.586  -4.408
H  -0.116  4.381  -4.528
H  1.634  0.320  -4.529
H  2.236  2.965  -4.334
H  0.681  -3.844  -3.464
H  -1.549  -3.780  -3.188
H  -0.264  -4.591  -1.577
C  -0.457  4.046  1.933
C  0.463  3.688  0.939
C  0.459  2.401  0.395
C  -0.424  1.414  0.886
C  -1.379  1.797  1.851
C  -1.389  3.098  2.370
P  -0.115  -0.321  0.430
C  1.537  -0.672  1.109
C  2.588  -1.019  0.241
C  3.861  -1.273  0.740
C  4.115  -1.161  2.111
C  3.077  -0.787  2.974
C  1.788  -0.544  2.484
C  -1.373  -1.312  1.304
C  -1.045  -2.355  2.186
C  -2.050  -3.165  2.725
C  -3.391  -2.970  2.378
C  -3.717  -1.979  1.447
C  -2.722  -1.159  0.911
H  -0.453  5.056  2.361
H  1.185  4.434  0.598
H  1.157  2.149  -0.407
H  -2.120  1.080  2.205
H  -2.126  3.378  3.126
H  2.407  -1.138  -0.835
H  4.660  -1.557  0.054
H  5.116  -1.361  2.499
H  3.262  -0.691  4.043
H  0.983  -0.264  3.167
H  -0.002  -2.549  2.431
H  -1.783  -3.983  3.393
H  -4.169  -3.610  2.801
H  -4.751  -1.867  1.116
H  -2.980  -0.417  0.154


# 4
Here is 3 unconnected molecules or ions with the total composition C23H23BBrF3NO9 from the Open Molecules 2025 dataset. Energies are from wB97M-V/def2-TZVPD.

Properties
Net charge = -1
2S+1 = 1
Highest occupied orbital energy = -5.106 eV
HOMO-LUMO gap = 4.88 eV

Atoms and positions in Å:
C  4.860  -1.464  1.410
C  4.091  -0.240  0.659
C  3.166  -0.720  -0.558
Br  4.194  -0.461  -2.249
B  1.716  0.036  -0.702
C  1.643  1.562  -0.100
C  0.774  1.724  1.236
O  1.185  0.887  2.333
C  1.013  3.255  1.745
F  2.367  3.305  2.225
F  0.792  4.216  0.733
F  0.201  3.511  2.896
C  0.498  -0.955  -0.157
C  -0.906  -0.882  -0.850
C  -2.004  -1.866  -0.336
C  -1.596  -2.827  0.801
N  -0.343  -2.905  1.472
C  0.640  -1.997  0.979
H  4.367  -1.617  2.443
H  4.690  -2.422  0.818
H  5.955  -1.191  1.558
H  4.922  0.421  0.202
H  3.562  0.349  1.476
H  3.028  -1.861  -0.433
H  1.506  0.132  -1.885
H  2.663  2.070  0.052
H  1.109  2.210  -0.897
H  -0.356  1.645  1.073
H  0.432  0.283  2.543
H  -1.157  -0.182  -1.706
H  -3.061  -1.923  -0.771
H  -2.406  -3.570  1.146
H  1.676  -2.054  1.479
C  -4.441  -8.230  2.603
C  -4.083  -6.944  2.598
C  -3.882  -6.198  1.323
O  -3.574  -5.020  1.358
C  -4.060  -6.928  0.064
C  -4.415  -8.214  0.069
C  -4.643  -8.953  1.344
O  -4.984  -10.123  1.309
O  -4.582  -8.906  -1.091
O  -3.890  -6.261  3.758
H  -4.593  -8.782  3.521
H  -3.894  -6.380  -0.854
H  -4.837  -9.809  -0.820
H  -3.640  -5.355  3.488
C  0.446  8.854  -1.700
C  0.474  7.587  -1.279
C  0.773  6.464  -2.213
O  0.808  5.326  -1.790
C  1.011  6.789  -3.625
C  0.980  8.055  -4.045
C  0.708  9.179  -3.105
O  0.705  10.327  -3.523
O  1.196  8.373  -5.352
O  0.232  7.269  0.020
H  0.233  9.678  -1.032
H  1.210  5.964  -4.296
H  1.121  9.346  -5.398
H  0.312  6.294  0.071


# 5
Here is 2 unconnected molecules or ions with the total composition C23H23BF4NO3 from the Open Molecules 2025 dataset. Energies are from wB97M-V/def2-TZVPD.

Properties
Net charge = +1
2S+1 = 1
Highest occupied orbital energy = -10.736 eV
HOMO-LUMO gap = 8.01 eV
Relative energy (zero: lowest compared OMol25 entry of this formula, charge and spin) = 1.130 eV

Atoms and positions in Å:
F  1.268  -4.800  -2.124
C  1.626  -3.779  -1.282
C  2.828  -3.843  -0.608
C  3.050  -2.825  0.309
F  4.096  -2.932  1.204
C  2.312  -1.643  0.338
C  1.242  -1.510  -0.563
C  0.531  -0.105  -0.914
C  0.829  0.739  -2.231
C  1.386  2.031  -2.078
C  2.163  2.540  -3.112
F  2.844  3.729  -2.890
C  2.454  1.826  -4.261
C  1.680  0.708  -4.473
F  1.971  -0.063  -5.576
C  0.807  0.195  -3.514
C  0.841  -2.634  -1.250
H  3.535  -4.671  -0.729
H  2.622  -0.810  0.974
H  1.189  0.490  -0.264
H  1.352  2.534  -1.108
H  3.291  2.129  -4.931
H  0.266  -0.736  -3.719
H  -0.055  -2.617  -1.860
C  -4.138  1.493  -1.297
C  -3.039  0.552  -1.180
C  -2.890  -0.655  -1.805
C  -1.645  -1.110  -1.393
C  -0.911  -0.099  -0.874
B  -0.190  0.386  1.741
O  0.262  1.565  1.197
C  -0.094  2.707  2.144
C  -0.817  2.123  3.355
N  -0.942  0.671  3.034
C  -2.283  0.074  3.132
C  0.082  -0.056  3.858
C  0.296  -1.380  3.131
O  0.118  -1.022  1.723
O  -1.831  0.947  -0.591
H  -5.085  1.102  -1.711
H  -4.419  1.968  -0.354
H  -3.897  2.357  -1.920
H  -3.489  -1.143  -2.581
H  -1.288  -2.076  -1.557
H  0.863  3.183  2.407
H  -0.739  3.377  1.573
H  -0.132  2.175  4.208
H  -1.786  2.566  3.587
H  -2.489  -0.079  4.186
H  -3.002  0.762  2.675
H  -2.344  -0.875  2.605
H  1.039  0.485  3.753
H  -0.231  -0.081  4.916
H  1.327  -1.750  3.245
H  -0.435  -2.121  3.459


# 6
Here is a gas-phase ion, C23H23Br2N4 (charge +1) from the Open Molecules 2025 dataset. Energies are from wB97M-V/def2-TZVPD.

Properties
SMILES string = CN(C)c1ccc([C@H](c2cn(C)c3ccccc23)[n+]2cc(Br)c(N)c(Br)c2)cc1
Net charge = +1
2S+1 = 1
Highest occupied orbital energy = -10.335 eV
HOMO-LUMO gap = 7.04 eV

Atoms and positions in Å:
C  1.281  -0.508  5.979
N  1.435  0.565  5.016
C  1.034  1.862  5.555
C  1.388  0.312  3.635
C  0.166  0.461  2.978
C  0.136  0.407  1.605
C  1.128  -0.210  0.911
C  0.686  -0.708  -0.488
C  0.631  0.436  -1.481
C  0.984  0.486  -2.896
C  1.827  -0.222  -3.748
C  1.941  0.220  -5.081
C  1.185  1.301  -5.568
C  0.328  2.021  -4.720
C  0.221  1.573  -3.426
N  -0.455  2.186  -2.381
C  -1.236  3.389  -2.441
C  -0.162  1.533  -1.227
C  2.418  -0.277  1.489
C  2.535  0.011  2.854
H  1.425  -1.480  5.496
H  2.021  -0.389  6.782
H  0.281  -0.482  6.445
H  1.053  2.624  4.767
H  0.023  1.818  5.998
H  1.742  2.149  6.349
H  -0.765  0.637  3.495
H  -0.702  0.851  1.111
H  1.328  -1.558  -0.861
H  2.417  -1.048  -3.330
H  2.651  -0.278  -5.744
H  1.260  1.588  -6.614
H  -0.233  2.904  -5.039
H  -1.359  3.637  -3.492
H  -2.211  3.230  -1.968
H  -0.735  4.214  -1.917
H  -0.597  1.873  -0.311
H  3.322  -0.568  0.937
H  3.495  0.017  3.372
Br  -4.626  -1.951  1.012
C  -2.994  -2.085  -0.018
C  -2.938  -3.079  -1.017
N  -3.942  -3.936  -1.237
C  -1.781  -3.097  -1.814
Br  -1.654  -4.243  -3.314
C  -0.740  -2.268  -1.540
N  -0.748  -1.438  -0.473
C  -1.914  -1.246  0.203
H  -3.891  -4.621  -1.976
H  -4.770  -3.902  -0.665
H  0.174  -2.254  -2.131
H  -2.062  -0.453  0.931


# 7
Here is 12 unconnected molecules or ions with the total composition C23H23Cl45F6NO4P2 from the Open Molecules 2025 dataset. Energies are from wB97M-V/def2-TZVPD.

Properties
Net charge = -1
2S+1 = 1
Highest occupied orbital energy = -4.310 eV
HOMO-LUMO gap = 5.49 eV

Atoms and positions in Å:
C  2.107  -3.380  1.163
C  2.431  -2.527  -0.166
N  1.416  -1.448  -0.226
P  1.564  -0.424  -1.673
Cl  1.042  -1.996  -3.099
P  1.289  0.940  -3.452
O  0.088  0.152  -4.422
O  2.732  0.711  -4.409
O  1.830  1.083  -0.815
C  0.633  1.538  -0.153
C  0.487  3.084  0.107
C  1.140  3.536  1.492
C  0.324  3.047  2.744
F  1.141  3.204  3.921
C  -0.649  0.663  -0.568
C  -1.884  1.357  -1.280
C  -3.168  1.189  -0.354
C  -4.201  0.085  -0.801
C  -3.629  -1.337  -1.103
F  -4.742  -2.141  -1.438
F  -2.821  -1.393  -2.230
C  -2.912  -2.076  0.103
F  -3.606  -3.253  0.380
F  -1.651  -2.496  -0.227
F  -2.883  -1.377  1.280
O  -0.180  -0.250  -1.564
H  2.905  -3.279  1.949
H  1.130  -3.031  1.622
H  1.928  -4.460  0.879
H  3.487  -2.135  -0.079
H  2.382  -3.256  -1.014
H  1.567  -0.909  0.638
H  2.940  -0.717  -1.931
H  -0.513  0.818  -4.791
H  2.445  1.046  -5.280
H  0.836  1.148  0.904
H  1.045  3.668  -0.683
H  -0.571  3.463  0.114
H  2.195  3.142  1.601
H  1.201  4.667  1.570
H  0.042  1.961  2.693
H  -0.600  3.667  2.951
H  -0.899  0.077  0.371
H  -1.674  2.469  -1.376
H  -2.081  0.990  -2.320
H  -2.823  1.074  0.719
H  -3.720  2.178  -0.377
H  -4.738  0.418  -1.743
H  -5.010  -0.040  -0.026
C  -7.925  -0.285  1.958
Cl  -6.238  -0.824  2.013
Cl  -8.302  0.626  3.432
Cl  -8.166  0.758  0.542
Cl  -8.994  -1.695  1.842
C  4.466  1.908  5.138
Cl  4.013  3.608  5.368
Cl  6.233  1.753  5.219
Cl  3.718  0.923  6.414
Cl  3.897  1.348  3.555
C  -2.177  -6.522  0.792
Cl  -2.694  -8.222  0.801
Cl  -3.121  -5.613  1.990
Cl  -0.456  -6.428  1.206
Cl  -2.434  -5.838  -0.821
C  -0.016  6.311  -2.594
Cl  -0.374  4.641  -3.064
Cl  1.014  7.063  -3.827
Cl  -1.531  7.228  -2.447
Cl  0.831  6.317  -1.034
C  0.692  -4.961  -6.376
Cl  0.330  -3.886  -5.018
Cl  0.246  -6.629  -5.952
Cl  -0.232  -4.449  -7.806
Cl  2.428  -4.891  -6.739
C  -0.981  10.818  -4.567
Cl  0.400  10.726  -3.459
Cl  -2.465  10.382  -3.700
Cl  -1.127  12.473  -5.193
Cl  -0.734  9.695  -5.916
C  -7.581  4.511  4.128
Cl  -8.537  3.494  5.228
Cl  -8.648  5.682  3.331
Cl  -6.341  5.377  5.055
Cl  -6.800  3.494  2.903
C  7.469  -1.938  6.462
Cl  7.099  -3.604  5.977
Cl  8.505  -1.183  5.235
Cl  5.963  -1.016  6.611
Cl  8.314  -1.951  8.023
C  -0.047  -0.171  8.141
Cl  -0.842  0.825  9.377
Cl  1.406  -0.920  8.831
Cl  -1.163  -1.437  7.596
Cl  0.411  0.847  6.766
C  2.329  -10.325  -4.815
Cl  2.102  -12.078  -4.648
Cl  3.337  -9.731  -3.482
Cl  3.127  -9.977  -6.360
Cl  0.753  -9.517  -4.769
C  6.292  -1.233  -4.187
Cl  7.845  -0.369  -4.131
Cl  5.145  -0.466  -3.081
Cl  5.648  -1.180  -5.839
Cl  6.542  -2.924  -3.705


# 8
Here is 7 unconnected molecules or ions with the total composition C23H23Cl9N4 from the Open Molecules 2025 dataset. Energies are from wB97M-V/def2-TZVPD.

Properties
SMILES string = ClC(Cl)Cl.ClC(Cl)Cl.ClC(Cl)Cl.c1ccncc1.c1ccncc1.c1ccncc1.c1ccncc1
2S+1 = 1
Highest occupied orbital energy = -9.507 eV
HOMO-LUMO gap = 9.69 eV
Relative energy (zero: lowest compared OMol25 entry of this formula, charge and spin) = 1.725 eV

Atoms and positions in Å:
N  -4.643  1.507  14.882
C  -5.177  1.583  16.127
C  -4.445  1.738  17.259
C  -3.019  1.759  17.125
C  -2.419  1.601  15.856
C  -3.335  1.463  14.812
H  -6.244  1.738  16.184
H  -4.848  1.774  18.261
H  -2.435  1.893  18.023
H  -1.345  1.505  15.788
H  -2.976  1.267  13.812
N  -4.190  -4.654  10.968
C  -4.812  -3.958  9.996
C  -4.713  -4.283  8.665
C  -4.076  -5.483  8.295
C  -3.512  -6.292  9.291
C  -3.553  -5.853  10.624
H  -5.357  -3.069  10.278
H  -5.002  -3.632  7.854
H  -3.785  -5.632  7.266
H  -3.064  -7.256  9.095
H  -3.243  -6.533  11.404
N  -13.218  0.526  12.711
C  -12.673  -0.669  12.275
C  -11.372  -0.811  11.762
C  -10.735  0.345  11.404
C  -11.282  1.584  11.714
C  -12.503  1.588  12.348
H  -13.191  -1.536  12.658
H  -10.900  -1.776  11.653
H  -9.701  0.284  11.096
H  -10.728  2.511  11.680
H  -12.847  2.567  12.647
N  -10.222  5.439  17.285
C  -9.913  4.197  17.824
C  -9.233  3.184  17.115
C  -9.011  3.312  15.745
C  -9.490  4.518  15.232
C  -10.067  5.560  15.977
H  -10.283  4.081  18.832
H  -8.888  2.303  17.637
H  -8.547  2.514  15.185
H  -9.395  4.580  14.158
H  -10.418  6.461  15.497
C  -2.730  1.636  9.696
Cl  -3.513  1.976  11.206
Cl  -3.796  0.461  8.741
Cl  -1.004  1.157  9.854
H  -2.744  2.545  9.094
C  -4.189  -2.170  15.512
Cl  -3.200  -2.054  17.023
Cl  -5.928  -1.820  15.880
Cl  -4.054  -3.662  14.519
H  -3.963  -1.327  14.860
C  -6.534  0.055  12.282
Cl  -6.990  0.262  10.534
Cl  -5.763  -1.462  12.585
Cl  -7.958  0.366  13.318
H  -5.782  0.841  12.344


The highest 2S+1 belongs to which entry? C23H23AuP2